Entry 1:
78
Properties=species:S:1:pos:R:3:forces:R:3:mulliken_charge:R:1 method="wB97M-V/def2-TZVPD" homo_ev=-10.90 total_charge=+1 e_tot_ha=-4677.40475 lumo_energy_ha=-0.1523 molar_mass_g_mol=968.15 e_above_lowest_kcal_mol=28.96 largest_force_ev_per_a=4.41 orbital_gap_ha=0.2484
Ta 0.96599 -0.34413 0.83666 -1.79 0.56 -3.99 0.440
Te 0.09662 -2.67412 1.72387 0.50 -1.14 0.05 -0.016
Se 2.52654 -1.17734 -0.83354 0.99 -0.40 -0.08 0.029
O -1.57072 0.27132 1.16013 0.52 -0.02 0.35 -0.175
O 2.45518 1.29867 1.09612 -0.44 -0.57 0.17 -0.592
O 0.49952 0.23355 2.54798 0.32 0.26 1.79 -0.226
O -0.69970 -0.78278 -1.03137 0.93 0.00 0.49 -0.328
O 0.41840 2.44171 2.92068 -0.17 -0.44 0.25 -0.493
O -0.99441 2.61352 -1.48138 0.18 0.17 -0.02 -0.640
O -2.69584 -0.65960 -2.00896 -0.37 0.12 -0.07 -0.481
N 1.88736 3.42942 0.32219 -0.11 -0.13 0.07 0.279
N 0.62845 1.65287 -0.17807 0.12 -0.94 0.95 0.784
C 6.93350 0.19814 0.06952 0.00 0.04 0.00 -0.483
C -0.06048 4.99420 0.01406 0.09 -0.04 0.08 -0.574
C 2.46911 -4.62230 1.25056 0.02 0.13 0.08 0.992
C -1.89885 6.79337 1.07266 0.03 -0.02 0.02 -0.403
C 2.82188 6.30085 -2.89106 0.02 0.01 0.00 -0.857
C 2.06764 5.82254 -1.83140 -0.04 -0.05 0.01 -0.285
C 3.12396 5.47108 -3.96184 -0.01 0.03 0.04 -0.470
C 1.25891 -6.08599 -0.78200 0.03 -0.03 -0.01 -0.968
C -1.91216 6.50098 -0.28598 -0.03 -0.03 -0.06 -0.951
C 4.33317 -0.61065 -0.42128 -0.16 -0.05 0.05 0.707
C 1.92601 3.67575 -2.90188 -0.07 -0.03 0.00 -0.356
C 1.20597 -4.26833 0.77245 -0.15 0.35 0.13 0.340
C 0.03072 2.69654 -0.85138 -0.13 -0.31 -0.29 -1.097
C 6.47037 0.10745 -1.23455 0.05 0.00 0.00 -0.592
C 5.16878 -0.29808 -1.48469 -0.22 -0.06 -0.08 -0.657
C 4.79207 -0.53248 0.88684 -0.02 0.01 -0.02 -0.119
C 3.16354 -7.72573 -0.84527 -0.05 0.07 0.01 -1.486
C -0.73317 -4.57901 -0.84164 0.10 -0.06 0.10 -1.526
C -1.85914 -0.40852 -1.04199 0.15 0.17 0.36 0.452
C -1.55468 1.32714 2.12569 0.18 -0.11 0.13 -0.279
C 2.67608 4.15913 -3.96377 0.03 -0.05 -0.06 -0.976
C -0.04818 5.28220 1.37120 0.03 -0.02 -0.07 -0.251
C 3.09669 -5.73106 0.69083 -0.04 -0.06 -0.05 -1.063
C -0.96624 6.18471 1.89561 -0.01 0.02 0.08 -1.094
C -0.10638 1.41395 2.60205 -0.81 1.81 0.48 0.414
C -0.99941 5.60561 -0.81519 0.03 -0.02 0.03 -0.106
C 3.20228 -3.83576 2.30492 -0.13 -0.15 -0.07 -1.686
C 1.60763 4.50855 -1.83706 0.00 -0.10 -0.02 -0.261
C 0.59758 -4.98231 -0.26162 -0.13 0.07 -0.07 1.203
C -2.45750 0.40090 0.07812 -0.10 -0.02 -0.24 -0.511
C 0.88557 3.97041 -0.60917 -0.12 0.25 0.11 3.822
C 1.72312 2.11926 0.46846 0.62 0.89 -0.42 -0.511
C 6.09396 -0.12252 1.12649 0.01 -0.02 0.02 -0.892
C 2.50176 -6.48914 -0.30730 0.01 0.08 0.03 0.432
H 4.07842 -6.01113 1.05552 -0.01 -0.01 0.02 0.305
H 0.66611 4.80332 2.02451 0.01 -0.02 0.05 0.416
H -2.63991 6.96790 -0.93664 0.01 0.02 0.01 0.427
H -2.20260 1.08669 2.97176 -0.06 0.00 -0.07 0.512
H 3.17250 7.32436 -2.87864 0.00 -0.01 -0.01 0.415
H 2.68953 3.94195 0.65080 0.05 -0.05 -0.01 0.296
H 2.91216 3.50935 -4.79639 -0.01 0.00 0.01 0.439
H 3.59336 -2.91623 1.86546 -0.01 0.06 0.09 0.220
H 4.14781 -0.77510 1.72116 -0.01 -0.01 0.00 0.325
H 7.94607 0.52416 0.26568 0.01 -0.03 -0.02 0.401
H -1.83782 2.28994 1.69796 -0.01 -0.05 -0.09 0.355
H 0.78622 -6.65077 -1.57802 0.00 0.00 0.00 0.341
H 3.15564 -7.73280 -1.93530 0.00 -0.03 0.00 0.363
H -3.45547 0.03698 0.32743 0.01 -0.07 0.00 0.511
H 3.70839 5.84813 -4.79035 -0.01 -0.01 -0.01 0.417
H -1.50340 -4.55277 -0.06818 -0.05 0.01 -0.06 0.364
H -2.27994 -1.13377 -2.74266 0.22 -0.07 -0.04 0.425
H -0.94741 6.40509 2.95527 0.00 0.01 -0.02 0.457
H 2.62248 -8.60885 -0.50102 0.06 -0.05 -0.04 0.330
H 4.79561 -0.36558 -2.49876 0.07 -0.01 -0.02 0.419
H 4.04310 -4.40716 2.69356 0.01 0.01 -0.01 0.447
H -2.61221 7.49488 1.48431 0.00 0.00 0.00 0.435
H 6.45233 -0.05936 2.14549 0.00 0.01 0.00 0.402
H -2.51848 1.43263 -0.28191 -0.02 -0.01 0.01 0.356
H 1.83217 6.47352 -0.99859 -0.03 0.02 -0.02 0.443
H 7.12294 0.34442 -2.06415 -0.01 0.03 0.01 0.399
H 4.19462 -7.80027 -0.50478 0.00 -0.03 -0.01 0.355
H -1.03812 -5.28355 -1.61240 -0.05 0.00 -0.01 0.416
H -1.00893 5.37234 -1.87166 -0.03 0.03 -0.01 0.518
H 1.58410 2.64592 -2.91045 -0.01 0.02 -0.03 0.451
H -0.66698 -3.58314 -1.28666 -0.04 0.01 0.01 0.190
H 2.54862 -3.57534 3.13683 0.05 0.06 0.03 0.363

---

Entry 2:
9
Properties=species:S:1:pos:R:3:forces:R:3:nbo_charge:R:1 method="wB97M-V/def2-TZVPD" homo_ev=-10.60 e_tot_ha=-229.30119 lumo_energy_ha=0.0172 molar_mass_g_mol=54.05 e_above_lowest_kcal_mol=14.99 smiles=O.O.O largest_force_ev_per_a=2.68 orbital_gap_ha=0.4065
O 21.71882 9.55937 4.91775 0.18 -0.05 -0.02 -0.952
O 22.51479 6.99332 4.09868 0.00 0.22 -0.23 -0.985
O 19.43375 11.20176 5.75285 0.45 0.65 -2.19 -0.929
H 22.70653 6.52358 4.92645 -0.19 0.86 -0.32 0.468
H 19.01098 10.72555 5.02119 0.07 0.45 -0.09 0.476
H 22.34328 7.95723 4.23549 0.18 -1.27 0.54 0.503
H 19.20670 10.66731 6.46822 -0.63 -1.19 2.32 0.468
H 20.95991 9.95258 5.32301 -1.97 -0.32 0.23 0.480
H 22.22895 10.31402 5.16440 1.93 0.65 -0.25 0.471

---

Entry 3:
60
Properties=species:S:1:pos:R:3:forces:R:3:nbo_charge:R:1 method="wB97M-V/def2-TZVPD" homo_ev="-8.96 / -8.96" multiplicity=2 e_tot_ha=-3552.63476 lumo_energy_ha="-0.0868 / -0.1166" molar_mass_g_mol=962.86 e_above_lowest_kcal_mol=0.72 largest_force_ev_per_a=1.15 orbital_gap_ha="0.2425 / 0.2125"
Ir 0.15131 -0.02585 0.12564 0.21 0.17 0.15 1.108
Sb 1.12155 -3.79408 -0.25302 0.27 -0.05 -0.05 3.184
Cl -2.90571 -2.19772 -3.49904 0.11 -0.13 -0.18 0.146
S -2.90121 -0.32728 -0.53129 -0.06 0.43 0.20 2.343
F -0.50776 -4.33612 -1.01743 -0.01 -0.10 0.08 -0.671
F 2.69195 -3.02318 0.47593 -0.01 -0.04 0.02 -0.692
F -5.39322 -0.88605 -0.08755 0.00 0.01 -0.02 -0.303
F 0.16991 -2.33699 0.62488 -0.24 0.01 -0.20 -0.699
F -4.76735 1.01915 0.73177 0.04 -0.02 -0.01 -0.307
F 2.10015 -5.12197 -1.13646 -0.03 0.01 0.02 -0.666
F 0.85033 -4.82981 1.27969 -0.01 0.02 -0.01 -0.662
F -0.40576 3.94872 -5.15136 0.00 0.00 0.00 -0.324
F 1.33195 -2.60763 -1.73904 -0.04 -0.04 0.04 -0.706
F -4.19238 -0.82352 1.71042 0.05 -0.02 -0.02 -0.317
O -3.25162 0.40088 -1.71303 -0.01 -0.12 0.00 -0.933
O -1.89974 0.40608 0.31810 -0.09 -0.30 0.13 -0.977
O -0.17894 -0.15448 -1.96100 0.11 0.22 0.38 -0.639
O -0.49052 -0.41688 -4.19328 0.03 -0.02 0.26 -0.442
O -2.58135 -1.72339 -0.64029 -0.57 0.28 0.96 -0.959
N 1.90734 0.04110 2.30854 -0.01 -0.07 0.09 -0.142
N 2.13745 -0.19944 -0.00537 0.00 0.07 0.06 -0.393
N 0.68632 0.03823 2.02297 0.10 0.09 -0.31 -0.073
C 4.26498 -0.41246 -1.01698 0.01 0.00 0.03 -0.204
C 2.73705 -0.08281 1.19318 0.01 0.00 -0.01 0.293
C -4.40318 -0.24503 0.52514 -0.03 0.05 0.09 0.717
C 1.06023 3.27755 -3.44534 0.00 0.00 0.00 -0.286
C 0.14350 0.82980 4.26735 -0.01 0.02 -0.07 -0.204
C 0.14330 2.58655 -1.31063 0.06 -0.01 -0.03 -0.082
C -1.13754 2.84100 -1.79765 0.01 0.01 0.00 -0.166
C 0.35060 2.02236 0.05498 -0.02 -0.03 0.01 -0.502
C -1.33138 3.29844 -3.09091 -0.01 0.00 0.02 -0.273
C -0.22588 3.50595 -3.89156 0.00 -0.01 0.00 0.402
C 4.10683 -0.13323 1.35043 -0.02 0.00 0.02 -0.186
C -0.19836 0.08105 3.14545 -0.05 0.04 0.06 0.146
C -1.34803 -2.26930 -2.83192 0.28 -0.32 -0.41 -0.387
C -0.71168 0.82790 5.35183 -0.03 -0.01 0.02 -0.210
C -2.19235 -0.68634 4.20067 0.00 0.00 -0.02 -0.188
C -1.87576 0.06699 5.32044 0.02 0.02 0.01 -0.177
C 1.23262 2.81598 -2.14951 -0.01 -0.01 0.02 -0.190
C -0.52944 -0.62695 -3.02092 -0.10 -0.16 -0.64 0.905
C -1.35888 -0.67420 3.09338 0.01 -0.05 -0.02 -0.198
C 2.88479 -0.35255 -1.09734 -0.01 0.01 -0.02 0.090
C 4.88403 -0.30612 0.21783 0.00 0.00 -0.03 -0.140
H 5.96065 -0.36212 0.29812 0.00 0.00 0.00 0.236
H 1.89738 3.46093 -4.10490 0.00 0.00 0.00 0.230
H -0.47089 1.41892 6.22496 0.00 0.00 0.00 0.224
H -2.53790 0.06456 6.17610 0.00 0.00 0.00 0.223
H -1.57758 -1.27687 2.22315 -0.02 0.02 0.00 0.251
H -1.99596 2.65137 -1.16698 0.01 0.01 -0.01 0.233
H 2.23684 2.63352 -1.78067 0.00 0.00 0.00 0.203
H 1.35210 2.27802 0.41413 -0.01 -0.01 0.04 0.186
H 4.52456 -0.05262 2.34279 0.00 0.00 0.00 0.249
H -0.65792 -2.88302 -3.39613 0.01 0.06 -0.11 0.241
H 2.35655 -0.43796 -2.03326 -0.02 0.00 -0.01 0.246
H -3.09088 -1.28648 4.18101 -0.01 0.00 0.00 0.230
H 1.05472 1.41058 4.27194 0.01 0.00 -0.01 0.231
H -1.35423 -2.37059 -1.75126 0.14 -0.01 -0.49 0.288
H 4.83761 -0.55249 -1.92195 0.00 0.00 0.00 0.241
H -2.32213 3.48356 -3.48250 0.00 0.00 0.00 0.237
H -0.38106 2.40632 0.76778 -0.04 0.02 -0.04 0.215